# 1
65
Properties=species:S:1:pos:R:3:forces:R:3:lowdin_charge:R:1 method="wB97M-V/def2-TZVPD" homo_ha="-0.7269 / -0.7452" relative_energy_ev=0.0000 energy_ev=-47609.6878 charge=+4 lumo_ev="-15.523 / -14.017"
Pb -0.033 -0.339 -0.200 -0.61 -0.45 0.26 1.591
C -2.201 1.880 3.374 -0.03 0.00 -0.11 0.057
C -1.374 1.722 4.463 0.04 -0.01 0.04 0.036
C -0.100 1.197 4.257 -0.02 0.04 -0.02 0.076
C 0.292 0.828 2.966 -0.10 0.06 -0.07 -0.190
N -0.559 0.936 1.911 0.05 0.02 0.16 0.037
C -1.752 1.460 2.105 0.03 0.06 0.12 -0.063
C 1.626 0.335 2.679 0.16 -0.06 0.04 -0.142
C 2.674 0.408 3.654 -0.10 -0.05 -0.05 0.124
C 3.925 -0.095 3.351 0.00 0.00 0.01 0.053
C 4.133 -0.631 2.097 -0.07 0.00 -0.10 0.125
C 3.067 -0.622 1.135 0.09 0.05 0.16 -0.133
N 1.860 -0.161 1.459 0.07 0.14 0.10 0.078
C 3.259 -1.110 -0.223 -0.08 -0.02 -0.11 -0.177
C 4.504 -1.523 -0.694 0.01 -0.02 -0.03 0.079
C 4.634 -1.956 -2.014 0.03 0.01 0.05 0.042
C 3.518 -1.961 -2.817 -0.10 0.00 -0.04 0.055
C 2.292 -1.531 -2.278 0.09 -0.04 0.05 -0.048
N 2.165 -1.120 -1.031 0.15 -0.01 -0.03 0.026
H -3.190 2.308 3.476 0.01 0.00 -0.01 0.144
H -1.695 2.010 5.455 0.00 -0.01 0.00 0.148
H 0.560 1.070 5.103 0.00 0.03 -0.01 0.133
H -2.390 1.561 1.239 -0.02 -0.02 0.02 0.123
H 2.500 0.865 4.617 0.00 -0.03 0.00 0.139
H 4.724 -0.067 4.080 0.00 0.00 0.00 0.155
H 5.096 -1.053 1.851 -0.01 0.02 -0.01 0.138
H 5.380 -1.506 -0.063 -0.01 -0.02 0.00 0.131
H 5.595 -2.280 -2.391 0.01 0.00 0.00 0.150
H 3.564 -2.290 -3.846 -0.01 0.01 0.00 0.145
H 1.395 -1.536 -2.880 0.01 0.00 -0.03 0.111
C 0.150 -2.781 2.508 -0.01 -0.09 0.05 -0.049
O -0.724 -2.289 1.489 0.39 0.13 -0.04 -0.290
C -2.089 -2.244 1.905 -0.08 -0.02 0.12 -0.163
C -2.915 -1.983 0.689 -0.16 -0.20 -0.10 -0.161
O -2.608 -0.666 0.216 0.11 0.27 -0.15 -0.331
C -3.516 -0.235 -0.809 -0.03 -0.02 -0.06 -0.045
H -0.154 -3.784 2.811 -0.01 -0.01 -0.03 0.120
H 0.135 -2.132 3.389 -0.01 0.01 -0.02 0.098
H 1.153 -2.833 2.089 -0.01 -0.02 0.00 0.091
H -2.222 -1.456 2.656 -0.03 -0.01 0.00 0.137
H -2.385 -3.194 2.356 0.10 -0.06 -0.05 0.157
H -3.978 -2.070 0.923 -0.01 0.16 0.04 0.158
H -2.674 -2.709 -0.092 -0.03 -0.01 0.01 0.139
H -4.512 -0.095 -0.386 0.01 0.00 0.03 0.119
H -3.574 -0.973 -1.611 0.02 0.01 0.01 0.099
H -3.150 0.713 -1.200 0.00 0.00 0.00 0.091
C -1.219 -0.509 -3.980 -0.01 0.00 0.02 0.031
C -1.269 -1.728 -3.113 -0.05 -0.07 0.12 -0.525
N -1.737 -2.843 -3.636 0.01 0.00 -0.05 0.252
O -0.904 -1.730 -1.898 0.13 0.00 -0.19 -0.164
H -0.894 -0.751 -4.991 -0.01 0.00 0.00 0.112
H -0.560 0.239 -3.547 0.02 0.00 -0.01 0.061
H -2.224 -0.087 -4.052 0.01 0.00 0.00 0.114
H -2.035 -2.889 -4.599 -0.01 0.00 0.00 0.153
H -1.803 -3.685 -3.082 0.01 0.01 0.01 0.152
N -0.051 5.517 -1.956 -0.01 0.01 0.01 0.234
C -0.903 4.780 -2.657 0.17 0.00 0.07 -0.424
N -1.796 5.343 -3.444 -0.03 0.02 0.00 0.242
N -0.894 3.432 -2.613 -0.21 -0.05 -0.26 0.176
C -0.427 2.539 -1.891 -0.11 -0.08 0.24 -0.310
N -0.062 1.584 -1.290 0.21 0.35 -0.10 0.002
H -0.019 6.522 -2.055 -0.01 0.00 0.01 0.148
H 0.686 5.088 -1.426 0.01 -0.01 -0.01 0.132
H -1.870 6.345 -3.547 0.03 0.00 -0.03 0.152
H -2.422 4.768 -3.986 0.00 -0.01 0.01 0.147

=====

# 2
58
Properties=species:S:1:pos:R:3:forces:R:3:lowdin_charge:R:1 method="wB97M-V/def2-TZVPD" homo_ha=-0.3089 relative_energy_ev=20.8869 energy_ev=-34553.9407 lumo_ev=-0.084
C 2.534 -3.727 5.304 2.71 -1.12 -0.89 -0.006
C 2.268 -2.489 4.406 -0.96 -0.31 1.52 -0.469
O 1.130 -2.020 4.265 3.47 -0.51 -0.40 0.074
O 3.512 -2.033 3.995 -0.98 -0.33 -0.19 -0.057
C 3.571 -0.899 3.093 -1.10 2.62 6.69 -0.083
H 2.864 -0.069 3.780 1.41 -2.07 -2.63 0.215
H 4.560 -0.290 3.302 -1.68 -1.93 -1.34 0.184
C 2.933 -1.275 1.837 0.79 4.32 -2.20 -0.330
O 2.745 -2.383 1.480 -0.64 -1.54 -0.53 0.171
C 2.702 0.113 0.973 -1.41 -3.60 -0.21 -0.252
O 3.189 1.059 1.846 0.41 1.01 -0.76 -0.004
H 3.159 1.804 1.260 0.36 1.49 0.18 0.100
C 3.411 -0.141 -0.561 -7.78 -3.16 6.61 -0.015
H 3.819 -1.037 -0.347 2.08 -2.73 -0.23 0.078
H 3.933 0.606 -0.752 5.01 6.33 -2.10 0.039
C 2.125 -0.243 -1.241 -2.14 -2.45 -6.62 -0.122
H 2.351 -1.008 -2.124 -0.84 1.16 1.38 0.148
H 1.926 0.652 -1.867 -0.18 -0.16 0.68 0.124
C 0.771 -0.722 -0.468 4.88 12.79 0.12 -0.115
C -0.541 -0.467 -0.888 4.49 -3.84 -7.59 -0.267
C -1.018 0.783 -0.991 -1.00 10.04 2.73 -0.078
C -0.455 1.897 -0.139 -3.79 -7.32 -6.61 0.084
C 0.787 1.713 0.449 4.03 -6.94 -15.84 -0.162
H 1.639 2.199 -0.135 -0.89 -0.24 0.20 0.178
H 0.774 2.088 1.190 0.28 8.97 17.27 -0.016
C 1.088 0.286 0.730 4.69 -0.37 -2.58 -0.369
C 0.430 0.036 1.904 -6.25 -3.99 5.62 -0.073
H 0.468 0.448 2.887 1.90 1.50 0.55 0.100
H -0.683 0.252 1.883 0.60 -0.24 -0.98 0.132
H 0.372 -1.015 2.270 0.38 0.15 -0.81 0.106
H -0.922 2.765 -0.307 -1.34 3.36 -0.01 0.057
C -2.400 0.946 -1.637 -1.74 4.76 6.14 -0.222
C -2.667 0.267 -2.848 3.07 -1.14 -1.04 -0.216
C -3.171 0.766 -3.974 -0.48 2.13 2.28 0.060
C -3.929 2.025 -3.970 -3.07 -2.90 -5.36 -0.454
O -4.740 2.349 -4.878 2.36 -0.69 1.16 0.054
C -4.031 2.613 -2.763 -1.42 10.28 11.61 -0.137
C -2.821 2.735 -1.691 0.25 -10.95 -14.22 -0.008
H -2.873 3.055 -0.865 -1.62 4.65 11.29 -0.024
H -1.962 2.931 -2.222 1.99 1.57 -0.96 0.077
H -4.221 4.002 -2.844 0.09 -4.15 -0.53 0.212
H -4.914 2.494 -1.832 1.63 -0.53 -3.78 0.197
H -3.261 0.149 -4.756 -0.13 -1.90 -3.18 0.080
C -1.886 -1.039 -2.911 -5.85 -4.55 -1.49 -0.167
C -0.533 -1.208 -2.360 -5.33 16.42 -0.46 -0.046
H -0.035 -0.383 -3.238 -0.24 -2.06 2.83 0.216
H -0.132 -1.978 -2.526 5.64 -11.38 -1.53 -0.003
H -2.066 -1.370 -4.041 0.90 0.21 2.36 0.148
H -2.664 -1.887 -2.270 1.87 2.14 -1.66 0.195
C -3.453 0.464 -0.402 -0.11 -10.17 -16.74 0.080
H -3.307 -0.586 -0.315 0.21 -0.59 1.27 0.067
H -4.526 0.484 -0.983 2.22 -0.20 1.19 0.140
H -3.592 1.050 0.202 -1.42 10.65 12.25 -0.078
H -1.154 -1.014 -0.403 -4.38 -4.09 3.78 0.106
H 0.989 -1.519 -0.113 1.93 -10.48 4.02 0.051
H 3.040 -3.456 6.308 -0.11 -0.17 -2.02 0.103
H 3.204 -4.555 4.626 -1.71 2.43 2.22 0.156
H 1.662 -4.217 5.671 -1.02 -0.19 -0.46 0.043

=====

# 3
64
Properties=species:S:1:pos:R:3:forces:R:3:lowdin_charge:R:1 method="wB97M-V/def2-TZVPD" homo_ha="-0.2937 / -0.3006" relative_energy_ev=0.3061 energy_ev=-75219.6931 lumo_ev="-0.510 / -0.257" spin_multiplicity=4
O 0.427 0.121 -7.048 -0.11 1.03 -1.98 -0.097
C 0.302 1.461 -7.669 -0.34 0.44 0.55 -0.151
C 0.188 0.931 -9.109 0.58 0.44 1.20 -0.073
H 1.179 2.073 -7.450 -0.07 -0.06 -0.05 0.114
H -0.609 1.983 -7.335 0.37 -0.16 0.11 0.118
C 0.337 -0.403 -8.409 -0.09 -2.03 -0.79 -0.602
H 1.040 1.211 -9.736 -0.45 -0.05 -0.12 0.119
H -0.796 1.075 -9.549 0.23 0.16 -0.27 0.113
C 1.557 -1.193 -8.853 0.28 0.21 -0.15 -0.025
H 2.459 -0.572 -8.804 -0.07 -0.19 0.12 0.090
H 1.409 -1.482 -9.910 0.11 0.06 0.44 0.095
H 1.692 -2.101 -8.257 0.03 0.15 -0.03 0.088
C -0.879 -1.276 -8.639 -0.48 -0.29 0.04 -0.033
H -1.814 -0.747 -8.417 0.16 -0.10 0.15 0.089
H -0.839 -2.216 -8.074 -0.02 0.25 0.04 0.089
H -0.913 -1.544 -9.705 0.01 0.07 0.21 0.092
Cr -0.445 -0.464 0.277 3.45 -0.29 -0.10 0.780
C -2.444 -0.686 1.051 -0.21 1.03 -0.73 -0.130
C -2.035 0.682 1.260 -0.55 -0.15 -0.82 -0.122
C -1.744 1.271 -0.022 -1.51 -0.86 -0.15 -0.121
H -2.031 1.211 2.217 0.32 -0.34 -0.49 0.124
C -1.992 0.274 -1.044 -0.89 0.28 1.40 -0.119
C -2.425 -0.940 -0.377 -0.41 0.94 0.37 -0.137
H -2.800 -1.843 -0.862 0.51 0.27 0.19 0.127
H -2.765 -1.360 1.844 0.28 0.07 -0.40 0.125
H -1.533 2.317 -0.208 0.43 -0.40 0.13 0.122
H -1.990 0.467 -2.118 0.31 -0.30 0.49 0.097
C 1.161 -1.737 1.398 0.17 0.05 -1.38 -0.128
C 0.316 -2.522 0.526 0.67 0.57 -0.20 -0.190
C 0.677 -2.185 -0.835 -0.33 -0.10 1.15 -0.147
H -0.364 -3.298 0.852 -0.07 0.18 -0.15 0.111
C 1.755 -1.256 -0.790 0.10 0.05 0.44 -0.087
C 2.065 -0.994 0.563 -0.74 -1.23 -0.01 -0.096
H 2.933 -0.472 0.911 -0.26 0.46 0.01 0.096
H 1.215 -1.780 2.477 -0.18 -0.02 -0.08 0.110
H 0.296 -2.676 -1.723 -0.11 0.23 0.11 0.114
H 2.330 -0.894 -1.652 -0.55 0.07 0.42 0.124
O 1.841 0.830 -3.706 -2.30 0.71 0.69 -0.164
C 0.531 0.149 -3.909 0.13 0.20 0.51 -0.170
C -0.486 1.211 -4.495 0.48 -0.23 0.47 -0.166
H 0.207 -0.152 -2.860 0.22 -0.02 -1.38 0.085
H 0.608 -0.697 -4.604 0.43 0.18 0.46 0.111
C 0.407 2.460 -4.438 -0.40 -0.07 -0.09 -0.163
H -1.364 1.287 -3.823 0.40 0.14 -0.43 0.088
H -0.818 0.984 -5.519 0.06 -0.15 0.72 0.074
C 1.265 2.120 -3.199 -0.02 -0.74 -0.57 -0.148
H -0.151 3.413 -4.456 0.29 -0.37 0.26 0.116
H 1.050 2.395 -5.355 -0.24 0.43 1.06 0.101
H 0.665 1.839 -2.279 0.46 0.65 -0.90 0.120
H 1.972 2.905 -2.909 0.40 -0.67 -0.26 0.120
C 1.303 1.735 3.022 0.28 0.20 0.52 0.008
C 1.427 2.302 1.612 0.57 0.69 -0.26 -0.505
O 0.937 1.542 0.641 -0.76 -0.78 -0.52 -0.178
C 0.682 3.711 1.669 0.57 -0.29 0.13 -0.495
F 1.104 4.480 2.720 -0.55 -0.27 -0.77 0.112
F 0.834 4.439 0.546 -0.28 -0.23 0.52 0.142
F -0.661 3.496 1.838 0.71 0.31 -0.06 0.106
C 2.974 2.577 1.285 -0.33 0.24 0.10 -0.487
F 3.572 3.419 2.174 -0.17 -0.46 -0.39 0.122
F 3.696 1.413 1.303 -0.42 0.85 0.14 0.100
F 3.147 3.115 0.058 -0.05 -0.34 0.60 0.134
H 0.245 1.595 3.243 0.03 -0.08 -0.02 0.082
H 1.718 2.430 3.764 -0.07 -0.30 -0.10 0.095
H 1.819 0.779 3.099 -0.01 -0.02 -0.09 0.083